Formula: C4H5NO
Source: the OMol25 dataset
Level of theory: the ωB97M-V functional and the def2-TZVPD basis

Computed properties:
**SMILES**: C[C@H]1O[C@H]1C#N
**LUMO energy**: 0.033 hartree
**HOMO**: -11.1 eV
**Orbital gap**: 12.0 eV
**Energy above the lowest of the compared OMol25 structures with the same formula, charge and spin**: 167.6 kJ/mol

Geometry (Å):
1 C -1.25 -0.37 -0.10
2 C -0.26 0.68 0.30
3 O 0.51 0.32 1.44
4 C 1.20 0.49 0.22
5 C 1.54 -0.68 -0.56
6 N 1.55 -1.58 -1.29
7 H -2.09 -0.24 0.58
8 H -1.61 -0.27 -1.13
9 H -0.86 -1.38 0.03
10 H -0.62 1.71 0.27
11 H 1.90 1.32 0.23

Formula: C24H43Cl2F6GeO2PPdSb
Source: the OMol25 dataset
Level of theory: the ωB97M-V functional and the def2-TZVPD basis

Computed properties:
**Charge**: +2
**⟨S²⟩**: 0.75
**LUMO energy (spin up / spin down)**: -0.377 / -0.377 hartree
**HOMO (spin up / spin down)**: -14.5 / -15.2 eV
**Orbital gap (spin up / spin down)**: 4.3 / 5.0 eV
**Energy above the lowest of the compared OMol25 structures with the same formula, charge and spin**: 130.3 kJ/mol
**2S+1**: 2

Geometry (Å):
1 Pd -0.21 0.00 0.54
2 Cl 5.84 4.44 -1.44
3 C 4.80 3.23 -0.97
4 C 5.23 1.91 -0.95
5 C 4.34 0.94 -0.55
6 Cl 4.69 -0.66 -0.56
7 C 2.95 1.33 -0.03
8 O 2.27 0.50 0.51
9 C 2.53 2.75 -0.19
10 C 1.16 3.20 0.19
11 O 0.26 2.45 0.53
12 C 3.44 3.64 -0.60
13 H 6.23 1.65 -1.27
14 H 1.00 4.28 0.13
15 H 3.20 4.70 -0.68
16 C -4.39 0.17 1.60
17 C -3.70 0.88 0.44
18 C -3.23 2.28 0.86
19 P -2.37 -0.15 -0.30
20 C -3.12 -1.84 -0.41
21 C -2.74 -2.67 -1.64
22 C -2.90 -2.68 0.85
23 C -2.10 0.41 -2.04
24 C -0.75 -0.10 -2.56
25 C -2.21 1.91 -2.27
26 H -5.15 0.84 2.02
27 H -3.70 -0.08 2.41
28 H -4.90 -0.74 1.30
29 H -4.43 0.97 -0.38
30 H -2.30 2.24 1.41
31 H -3.98 2.73 1.52
32 H -3.10 2.95 0.02
33 H -4.18 -1.60 -0.50
34 H -1.70 -3.00 -1.60
35 H -2.92 -2.17 -2.59
36 H -3.35 -3.57 -1.63
37 H -1.88 -3.05 0.89
38 H -3.56 -3.55 0.81
39 H -3.12 -2.14 1.77
40 H -2.91 -0.08 -2.60
41 H 0.07 0.49 -2.12
42 H -0.70 0.05 -3.64
43 H -0.55 -1.14 -2.35
44 H -1.85 2.14 -3.27
45 H -1.59 2.48 -1.56
46 H -3.23 2.27 -2.19
47 F 1.53 -1.50 -0.95
48 Sb 1.58 -3.10 0.11
49 F 2.89 -2.23 1.18
50 F 0.27 -2.10 1.20
51 F 1.49 -4.52 1.31
52 F 0.14 -3.75 -0.89
53 F 2.91 -3.82 -0.99
54 C -1.32 0.77 7.47
55 C -1.64 0.66 5.98
56 C -1.03 1.80 5.17
57 C -1.37 1.70 3.67
58 Ge -0.68 -0.01 3.07
59 C 1.20 -0.32 3.48
60 C 1.32 -1.38 4.60
61 C 2.75 -1.87 4.77
62 C 3.74 -0.76 5.12
63 H -1.77 -0.05 8.03
64 H -1.70 1.71 7.88
65 H -0.25 0.74 7.64
66 H -2.73 0.65 5.83
67 H -1.28 -0.31 5.61
68 H 0.05 1.81 5.31
69 H -1.39 2.76 5.55
70 H -0.91 2.51 3.11
71 H -2.45 1.75 3.52
72 H -1.58 -1.24 3.15
73 H 1.63 0.63 3.79
74 H 1.73 -0.68 2.60
75 H 0.68 -2.24 4.37
76 H 0.96 -0.96 5.55
77 H 3.07 -2.38 3.86
78 H 2.76 -2.62 5.56
79 H 3.86 -0.05 4.30
80 H 4.72 -1.16 5.35
81 H 3.40 -0.19 6.00

Formula: C17H21BrN4O2ReSSi
Source: the OMol25 dataset
Level of theory: the ωB97M-V functional and the def2-TZVPD basis

Computed properties:
**Charge**: +2
**⟨S²⟩**: 3.78
**LUMO energy (spin up / spin down)**: -0.292 / -0.328 hartree
**HOMO (spin up / spin down)**: -15.2 / -15.3 eV
**Orbital gap (spin up / spin down)**: 7.2 / 6.3 eV
**Energy above the lowest of the compared OMol25 structures with the same formula, charge and spin**: 81.1 kJ/mol
**2S+1**: 4

Geometry (Å):
1 Re -1.50 0.83 -0.84
2 C 0.19 -4.30 -1.83
3 Si 1.78 -3.65 -1.13
4 C 3.13 -3.64 -2.39
5 C 2.24 -4.50 0.44
6 C 1.55 -1.79 -0.64
7 C 2.66 -1.08 -0.15
8 C 2.62 0.26 0.22
9 C 1.43 0.95 0.11
10 N 0.36 0.27 -0.34
11 C 0.40 -1.03 -0.70
12 S -1.24 -1.45 -1.27
13 H 0.36 -5.34 -2.11
14 H -0.12 -3.78 -2.74
15 H -0.63 -4.29 -1.11
16 H 3.34 -4.65 -2.73
17 H 4.07 -3.23 -2.01
18 H 2.83 -3.05 -3.26
19 H 2.40 -5.57 0.27
20 H 1.43 -4.40 1.17
21 H 3.15 -4.10 0.88
22 H 3.61 -1.60 -0.06
23 H 3.49 0.77 0.59
24 H 1.31 1.99 0.36
25 C -3.83 -1.20 3.57
26 N -3.32 0.13 3.16
27 C -3.29 1.23 4.16
28 C -2.79 0.30 2.01
29 N -2.32 0.49 0.95
30 H -4.77 -1.04 4.09
31 H -3.11 -1.67 4.23
32 H -4.00 -1.81 2.69
33 H -4.26 1.26 4.65
34 H -3.11 2.18 3.65
35 H -2.50 1.04 4.89
36 Br -0.45 4.55 1.98
37 C -0.12 4.71 0.13
38 C 0.56 5.80 -0.40
39 N 0.81 5.93 -1.69
40 C 0.40 4.98 -2.52
41 C -0.29 3.84 -2.09
42 C -0.55 3.74 -0.74
43 C -0.66 2.82 -3.09
44 O -0.45 2.84 -4.25
45 O -1.22 1.66 -2.50
46 H 0.91 6.59 0.26
47 H 0.62 5.10 -3.57
48 H -1.14 2.93 -0.28

Formula: C5H9NS2
Source: the OMol25 dataset
Level of theory: the ωB97M-V functional and the def2-TZVPD basis

Computed properties:
**SMILES**: C=C[C@@]1(N)[C@H](S)[C@@H]1S
**LUMO energy**: 0.024 hartree
**HOMO**: -8.5 eV
**Orbital gap**: 9.1 eV
**Energy above the lowest of the compared OMol25 structures with the same formula, charge and spin**: 317.3 kJ/mol

Geometry (Å):
1 C -1.71 1.66 -0.65
2 C -0.56 1.52 -0.09
3 C 0.04 0.26 0.51
4 N 0.62 0.35 1.80
5 C -0.48 -0.98 -0.30
6 S -0.45 -2.56 0.48
7 C 0.79 -0.41 -0.63
8 S 2.43 -1.00 -0.28
9 H -2.03 2.72 -0.93
10 H -2.44 0.86 -0.57
11 H 0.21 2.29 -0.18
12 H 0.01 0.98 2.61
13 H 0.66 -0.70 2.17
14 H -1.19 -0.72 -1.06
15 H 0.83 -2.66 0.02
16 H 0.82 0.16 -1.54
17 H 2.45 -1.76 -1.35

Formula: C9H14
Source: the OMol25 dataset
Level of theory: the ωB97M-V functional and the def2-TZVPD basis

Computed properties:
**Charge**: +1
**⟨S²⟩**: 0.77
**LUMO energy (spin up / spin down)**: -0.163 / -0.299 hartree
**HOMO (spin up / spin down)**: -14.3 / -14.3 eV
**Orbital gap (spin up / spin down)**: 9.9 / 6.2 eV
**Energy above the lowest of the compared OMol25 structures with the same formula, charge and spin**: 50.3 kJ/mol
**2S+1**: 2

Geometry (Å):
1 C -1.40 2.15 2.41
2 C 0.90 0.58 -0.72
3 C 0.05 1.67 -1.01
4 C 0.93 -0.07 0.56
5 C -0.62 2.19 0.06
6 C 0.23 0.42 1.61
7 C -0.61 1.54 1.33
8 H 1.66 0.25 -1.42
9 H 0.03 1.95 -2.05
10 H 1.41 -1.01 0.65
11 H -1.21 3.09 -0.11
12 H 0.22 0.08 2.64
13 H -1.36 3.23 2.55
14 H -1.24 1.67 3.38
15 H -2.45 1.90 2.18
16 C 0.82 -3.37 -1.26
17 C -0.12 -3.58 -2.43
18 H 0.78 -2.36 -0.83
19 H 0.42 -4.03 -0.49
20 H 1.88 -3.53 -1.46
21 H -1.09 -3.10 -2.26
22 H -0.34 -4.61 -2.71
23 H 0.23 -3.19 -3.39

Formula: C3H7IO
Source: the OMol25 dataset
Level of theory: the ωB97M-V functional and the def2-TZVPD basis

Computed properties:
**LUMO energy**: -0.031 hartree
**HOMO**: -8.5 eV
**Orbital gap**: 7.7 eV
**Energy above the lowest of the compared OMol25 structures with the same formula, charge and spin**: 84.9 kJ/mol

Geometry (Å):
1 C 0.88 0.67 0.44
2 C -1.03 -0.93 0.01
3 C -0.34 0.33 -0.37
4 O -0.23 0.53 -1.70
5 I -2.13 2.29 0.69
6 H 0.90 1.66 0.36
7 H 1.77 0.10 0.22
8 H 0.69 0.24 1.54
9 H -0.51 -1.77 -0.42
10 H -2.10 -0.94 -0.29
11 H -1.11 -0.87 1.08
12 H 0.25 1.34 -1.94

Formula: C2H7NO3
Source: the OMol25 dataset
Level of theory: the ωB97M-V functional and the def2-TZVPD basis

Computed properties:
**SMILES**: O=CO.NCO
**LUMO energy**: 0.022 hartree
**HOMO**: -9.1 eV
**Orbital gap**: 9.7 eV
**Energy above the lowest of the compared OMol25 structures with the same formula, charge and spin**: 147.4 kJ/mol

Geometry (Å):
1 O 3.52 1.43 -0.37
2 C 2.35 1.66 -0.46
3 O 1.72 2.64 0.25
4 H 1.62 1.15 -1.08
5 H 2.20 2.70 1.09
6 N -2.07 -0.59 -0.59
7 C -1.35 -1.65 0.08
8 O -0.68 -1.14 1.21
9 H -1.89 0.33 -0.24
10 H -3.01 -0.82 -0.84
11 H -0.64 -2.12 -0.61
12 H -2.05 -2.39 0.45
13 H 0.28 -1.20 1.11

Repeat the fifth record exactly.
Formula: C9H14
Source: the OMol25 dataset
Level of theory: the ωB97M-V functional and the def2-TZVPD basis

Computed properties:
**Charge**: +1
**⟨S²⟩**: 0.77
**LUMO energy (spin up / spin down)**: -0.163 / -0.299 hartree
**HOMO (spin up / spin down)**: -14.3 / -14.3 eV
**Orbital gap (spin up / spin down)**: 9.9 / 6.2 eV
**Energy above the lowest of the compared OMol25 structures with the same formula, charge and spin**: 50.3 kJ/mol
**2S+1**: 2

Geometry (Å):
1 C -1.40 2.15 2.41
2 C 0.90 0.58 -0.72
3 C 0.05 1.67 -1.01
4 C 0.93 -0.07 0.56
5 C -0.62 2.19 0.06
6 C 0.23 0.42 1.61
7 C -0.61 1.54 1.33
8 H 1.66 0.25 -1.42
9 H 0.03 1.95 -2.05
10 H 1.41 -1.01 0.65
11 H -1.21 3.09 -0.11
12 H 0.22 0.08 2.64
13 H -1.36 3.23 2.55
14 H -1.24 1.67 3.38
15 H -2.45 1.90 2.18
16 C 0.82 -3.37 -1.26
17 C -0.12 -3.58 -2.43
18 H 0.78 -2.36 -0.83
19 H 0.42 -4.03 -0.49
20 H 1.88 -3.53 -1.46
21 H -1.09 -3.10 -2.26
22 H -0.34 -4.61 -2.71
23 H 0.23 -3.19 -3.39